Record 1
{
  "formula": "C9H14O",
  "method": "ωB97M-V/def2-TZVPD",
  "multiplicity": 1,
  "smiles": "Cc1ccccc1.CCO",
  "total_charge": 0,
  "orbital_gap_ev": 9.9,
  "de_lowest_kcal_mol": 17.8,
  "total_energy_ev": -11606.864,
  "species": ["C", "C", "O", "H", "H", "H", "H", "H", "H", "C", "C", "C", "C", "C", "C", "C", "H", "H", "H", "H", "H", "H", "H", "H"],
  "positions_angstrom": [[-3.025167, -1.708553, 0.853192], [-3.675910, -1.188995, -0.428333], [-2.879580, -3.114817, 0.813097], [-2.097488, -1.162813, 1.055910], [-3.621890, -1.516143, 1.742260], [-4.236618, -2.034098, -0.818415], [-2.039933, -3.323082, 0.401619], [-2.939481, -0.862915, -1.170093], [-4.224731, -0.260408, -0.275577], [1.860346, -1.104538, 0.549129], [2.679066, 2.572311, 0.328395], [1.959347, 2.993466, -0.797346], [2.738690, 1.252756, 0.672176], [1.884757, 0.309080, 0.060159], [1.224450, 2.069063, -1.496386], [1.185344, 0.730161, -1.067856], [3.266317, 3.325833, 0.841211], [1.907467, 4.061565, -0.969663], [3.167144, 1.012640, 1.641818], [0.659700, 2.427757, -2.347980], [1.649444, -1.854285, -0.215510], [1.142746, -1.303069, 1.351880], [0.601029, 0.082737, -1.705181], [2.814953, -1.403656, 0.981496]],
  "atomic_forces_ev_per_a": [[-0.16, 0.69, 0.20], [0.71, 0.30, 0.09], [0.41, -0.14, 0.09], [0.26, -0.33, -0.12], [-0.41, 0.06, -0.13], [-0.50, 0.40, -0.22], [0.10, -0.13, -0.12], [0.20, -0.52, -0.01], [-0.59, -0.32, 0.21], [0.04, -0.83, 0.37], [0.48, 0.96, -1.10], [0.10, 0.13, 1.13], [-1.50, -0.60, 1.22], [0.66, 0.33, -0.70], [-0.02, -0.10, 0.17], [0.03, 0.68, -0.46], [-0.05, -0.18, 0.26], [0.04, -0.10, -0.45], [0.46, -0.28, -0.32], [-0.10, -0.37, -0.08], [-0.09, 0.28, -0.24], [-0.17, 0.36, -0.08], [-0.09, -0.50, 0.33], [0.17, 0.20, -0.05]],
  "mulliken_charge": [-0.090, -0.889, -0.528, 0.107, 0.273, 0.299, 0.295, 0.220, 0.310, -1.391, -0.385, -0.465, -0.522, 0.857, -0.390, -0.392, 0.339, 0.349, 0.302, 0.344, 0.358, 0.273, 0.345, 0.380]
}

***

Record 2
{
  "formula": "C9H14O",
  "method": "ωB97M-V/def2-TZVPD",
  "multiplicity": 1,
  "smiles": "Cc1ccc(O)cc1.CC",
  "total_charge": 0,
  "orbital_gap_ev": 9.2,
  "de_lowest_kcal_mol": 9.3,
  "total_energy_ev": -11607.234,
  "species": ["C", "C", "C", "C", "C", "C", "C", "O", "H", "H", "H", "H", "H", "H", "H", "H", "C", "C", "H", "H", "H", "H", "H", "H"],
  "positions_angstrom": [[-0.532828, 2.961176, 1.197656], [-0.879276, -0.801532, 1.059699], [-1.839069, -0.976874, 0.095505], [-0.440127, 0.488229, 1.356837], [-0.990942, 1.612662, 0.750114], [-2.296843, 0.143581, -0.613674], [-1.903856, 1.423394, -0.306894], [-2.346482, -2.204692, -0.215177], [-0.397629, -1.665064, 1.495869], [0.365080, 0.643750, 2.062834], [-3.058487, -0.039381, -1.363088], [-2.820705, -2.160866, -1.045416], [-0.734944, 3.725248, 0.445885], [0.510639, 2.995745, 1.499118], [-2.266812, 2.267563, -0.875383], [-1.123527, 3.254434, 2.073431], [2.028696, -1.795334, -1.312400], [3.168858, -1.118985, -0.554306], [2.175147, -2.876408, -1.404379], [1.064039, -1.636277, -0.837547], [1.974732, -1.540731, -2.375120], [3.979382, -1.822790, -0.410471], [2.793176, -0.635251, 0.348767], [3.571781, -0.241588, -1.071850]],
  "atomic_forces_ev_per_a": [[-0.69, 0.56, 0.19], [0.65, -0.13, 0.14], [-0.63, 0.90, -0.93], [-0.43, -0.01, -0.20], [0.36, -0.39, -0.59], [-0.56, -0.58, 0.12], [0.74, 0.00, 0.89], [0.53, -0.42, 0.54], [-0.11, -0.06, 0.21], [-0.05, -0.15, 0.17], [0.04, 0.15, -0.21], [-0.14, 0.10, -0.16], [0.20, -0.02, -0.06], [0.11, -0.08, -0.14], [-0.12, 0.06, 0.03], [0.11, 0.05, 0.01], [0.01, -0.64, -0.67], [-0.29, 0.83, -0.46], [0.01, -0.01, 0.54], [-0.09, 0.10, -0.16], [-0.11, 0.57, 0.19], [0.17, 0.13, 0.51], [0.21, -0.66, 0.42], [0.05, -0.31, -0.38]],
  "mulliken_charge": [-1.411, -0.636, 0.840, -0.370, 0.661, -0.372, -0.782, -0.543, 0.367, 0.367, 0.246, 0.284, 0.348, 0.351, 0.344, 0.295, -0.470, -0.797, 0.308, -0.110, 0.316, 0.273, 0.230, 0.262]
}

***

> Which value of multiplicity does entry 1 give?

1